{"formula": "C39H29N2O4", "method": "the ωB97M-V functional and the def2-TZVPD basis", "lumo_ev": -3.012, "homo_lumo_gap_ev": 8.24, "molar_mass_g_mol": 589.67, "e_homo_ev": -11.26, "e_tot_ha": -1913.8050, "total_charge": 1, "elements": ["O", "O", "O", "O", "N", "N", "C", "C", "C", "C", "C", "C", "C", "C", "C", "C", "C", "C", "C", "C", "C", "C", "C", "C", "C", "C", "C", "C", "C", "C", "C", "C", "C", "C", "C", "C", "C", "C", "C", "C", "C", "C", "C", "C", "C", "H", "H", "H", "H", "H", "H", "H", "H", "H", "H", "H", "H", "H", "H", "H", "H", "H", "H", "H", "H", "H", "H", "H", "H", "H", "H", "H", "H", "H"], "xyz": [[7.119, 6.571, 2.486], [-6.541, -7.627, -1.246], [-3.929, -3.725, -3.784], [4.456, 2.735, 5.068], [-1.830, -0.211, -1.165], [-3.281, 0.572, 0.289], [-5.974, -6.730, -1.835], [-5.881, -8.069, -3.925], [6.057, 7.247, 6.473], [5.381, 4.892, 5.157], [-4.909, -5.859, -3.925], [1.803, 0.192, 0.463], [-5.805, -4.069, 0.823], [1.424, 1.124, -0.744], [6.448, 7.057, 5.155], [5.406, 3.455, 3.044], [5.318, 6.268, 7.131], [1.680, 3.304, -2.081], [-0.447, -0.614, -1.588], [4.986, 5.090, 6.476], [6.489, 5.710, 3.068], [-3.943, 0.321, -0.915], [5.367, 2.129, 1.036], [5.057, 2.283, 2.379], [-5.575, -6.888, -3.255], [-1.961, 0.222, 0.107], [-3.025, -0.172, -1.915], [-5.673, -5.448, -1.146], [-4.662, -3.261, -1.136], [6.027, 3.146, 0.350], [-6.097, -5.256, 0.167], [2.068, 2.438, -0.968], [6.084, 4.466, 2.364], [0.376, 0.739, -1.697], [-4.575, -6.008, -5.268], [-4.967, -4.442, -1.802], [-0.019, 1.609, -2.830], [6.102, 5.885, 4.489], [-4.895, -7.181, -5.936], [6.389, 4.310, 1.014], [0.633, 2.891, -3.040], [-5.542, -8.214, -5.263], [5.036, 3.623, 4.472], [-5.079, -3.074, 0.174], [-4.550, -4.608, -3.216], [6.260, 3.029, -0.702], [-5.025, 0.519, -1.055], [0.293, 3.518, -3.893], [7.019, 7.825, 4.646], [-1.224, 0.334, 0.928], [-4.069, -5.209, -5.797], [-6.658, -6.031, 0.677], [-5.785, -9.133, -5.784], [-4.843, -2.149, 0.690], [5.091, 1.216, 0.519], [2.868, 2.821, -0.286], [6.324, 8.163, 6.988], [-4.640, -7.293, -6.984], [2.056, 0.775, 1.383], [2.143, 4.302, -2.275], [-0.817, 1.271, -3.536], [-0.444, -1.047, -2.624], [-3.160, -0.454, -2.978], [-3.625, 0.930, 1.177], [-6.142, -3.918, 1.842], [-6.389, -8.874, -3.407], [-4.102, -2.484, -1.639], [2.572, -0.577, 0.189], [6.905, 5.097, 0.477], [4.539, 1.491, 2.907], [0.871, -0.395, 0.720], [5.003, 6.423, 8.156], [4.415, 4.329, 6.994], [0.021, -1.300, -0.838]], "forces_ev_per_angstrom": [[-0.0975, -0.1433, 0.0183], [0.0831, 0.1823, -0.0239], [-0.0462, 0.0045, 0.1569], [0.0293, 0.0818, -0.1483], [0.9382, -0.5708, 0.5803], [1.7339, -1.1470, -1.9948], [-0.3476, -0.6384, 0.1996], [-0.0193, -0.1222, -0.1465], [-0.0253, -0.0844, -0.0644], [0.0542, 0.1853, 0.0241], [-0.0656, -0.1310, -0.0612], [-1.1640, 0.1531, -0.5833], [0.0223, -0.0330, -0.0688], [-0.4992, 1.1901, -1.4603], [-0.0009, 0.1343, 0.1454], [0.0665, 0.0136, -0.2045], [0.0280, -0.0372, -0.1094], [-1.3050, -1.7651, -0.3701], [1.3700, 1.5510, -0.8398], [-0.0249, 0.0984, 0.1904], [0.3725, 0.5623, -0.2056], [0.1626, -0.2785, -1.8718], [-0.0106, 0.0918, 0.0800], [-0.0584, -0.1394, -0.2143], [0.0783, 0.0402, -0.1695], [-2.1932, 0.3659, -0.4106], [-0.8772, 1.4614, 4.3184], [0.0454, 0.2592, 0.1283], [-0.0437, 0.1325, 0.2983], [-0.0181, 0.0469, 0.0833], [-0.0078, 0.1352, 0.1865], [-1.2867, -0.1585, -1.3340], [-0.1031, -0.2389, -0.1258], [0.4715, 1.1455, -0.5647], [0.0192, -0.0901, -0.1830], [-0.0547, -0.0437, 0.1298], [1.7864, 0.6483, 1.4606], [-0.0757, -0.0315, 0.1851], [-0.0108, 0.0259, 0.1089], [-0.0077, -0.1047, -0.2019], [0.3501, -1.7706, 2.1347], [0.0258, 0.1034, 0.0636], [-0.3103, -0.4165, 0.4555], [-0.0089, -0.1191, -0.1312], [0.3246, 0.3468, -0.4485], [0.0100, 0.0082, 0.0682], [1.0472, -0.1576, 0.2946], [0.5434, -0.4065, 0.8339], [-0.0527, -0.1448, -0.0932], [-0.3524, -0.2881, -1.1820], [-0.0288, 0.0079, 0.1702], [0.0693, -0.0382, -0.1684], [0.0121, 0.0587, 0.0407], [-0.0242, -0.0487, -0.0002], [0.0468, 0.0369, 0.0273], [-0.8601, -0.6165, -0.5904], [-0.0109, -0.0574, -0.0394], [-0.0107, 0.0124, 0.0706], [0.1352, -0.4925, -0.9508], [-0.2320, -1.0914, 0.5381], [0.8026, 0.2965, 0.7002], [-0.4047, 0.0936, 1.2491], [0.2859, 0.1424, 1.0964], [-0.2511, -0.1155, -0.5372], [0.0210, -0.0289, -0.0620], [0.0280, 0.1578, 0.0871], [-0.0631, -0.1947, -0.1161], [-0.4648, 0.9184, 0.3467], [-0.0125, 0.0188, 0.1923], [0.0621, 0.1492, 0.1204], [1.0923, 0.5046, -0.0524], [0.0288, -0.0197, -0.0610], [0.0734, -0.0383, -0.1606], [-0.7897, 0.4375, -0.8338]], "lowdin_charge": [0.11, 0.12, 0.08, 0.10, -0.05, 0.11, -0.28, 0.01, -0.05, -0.09, -0.09, -0.05, -0.05, -0.18, 0.00, -0.08, -0.05, -0.05, -0.05, 0.00, -0.28, -0.03, -0.08, -0.01, -0.08, -0.01, 0.04, -0.07, -0.01, -0.06, 0.01, -0.02, -0.08, -0.16, 0.00, -0.08, -0.04, -0.08, -0.05, 0.01, -0.06, -0.04, -0.28, -0.07, -0.28, 0.11, 0.14, 0.10, 0.12, 0.17, 0.12, 0.13, 0.11, 0.09, 0.10, 0.10, 0.11, 0.11, 0.09, 0.11, 0.10, 0.15, 0.15, 0.18, 0.11, 0.13, 0.08, 0.10, 0.12, 0.12, 0.05, 0.11, 0.12, 0.12]}